i:
Here is a gas-phase ion, C3H10N3 (charge +1) from the Open Molecules 2025 dataset. Energies are from ωB97M-V/def2-TZVPD.

Values from the calculation:
- HOMO level (eV) = -14.11
- total charge = +1
- structure (SMILES) = C/[NH+]=C\NCN
- multiplicity = 1

Each line ends with the Mulliken charge.
Cartesian coordinates (Å):
N1 1.50211 0.55760 0.85673  -0.169
H1 0.60087 0.00862 -2.16831  0.309
C1 0.62442 0.31410 1.97764  -0.883
C2 -1.09766 0.18229 -1.01770  -0.418
H2 2.44196 0.28042 -0.97706  0.264
N2 -1.22910 -1.23456 -1.11825  -0.527
C3 1.36348 0.39514 -0.47309  0.217
H3 -2.09970 -1.56182 -1.54566  0.250
H4 -0.24257 0.94483 1.96041  0.347
H5 -1.28511 0.71609 -0.13930  0.279
H6 1.25997 0.70787 2.92283  0.291
N3 0.36049 0.32491 -1.23385  -0.131
H7 -1.56190 0.78824 -1.76890  0.390
H8 -1.03378 -1.77619 -0.25202  0.209
H9 0.09445 -0.61423 2.18484  0.314
H10 2.37252 0.61286 1.25043  0.258

=====

ii:
Here is 2 unconnected molecules or ions with the total composition C3H10N3 from the Open Molecules 2025 dataset. Energies are from ωB97M-V/def2-TZVPD.

Values from the calculation:
- HOMO level (eV) = -12.97
- total charge = +1
- multiplicity = 1

Each line ends with the Mulliken charge.
Cartesian coordinates (Å):
H1 1.07819 -0.08964 -2.06519  0.246
H2 1.90440 0.80928 2.43054  0.358
C1 0.36887 0.13119 -2.86525  -0.273
N1 0.88091 0.82709 2.48290  -0.317
H3 0.50361 -1.26837 2.20039  0.374
H4 -1.36705 -0.93526 -0.92786  0.345
N2 -1.29669 -0.99342 0.08630  -0.451
C2 -0.54836 -0.07663 0.73247  -0.282
H5 0.74589 0.76493 -3.66660  0.277
H6 -1.04774 -1.93537 0.36468  0.239
H7 -0.58613 0.93892 0.34033  0.256
H8 -1.37205 -0.08374 -3.56149  0.223
H9 0.64823 0.96562 3.47207  0.362
N3 -0.75521 -0.44619 -2.83446  -0.486
H10 0.59451 1.69482 2.01657  0.353
C3 0.24862 -0.30322 1.79459  -0.222

=====

iii:
Here is a gas-phase ion, C3H10N3 (charge +1) from the Open Molecules 2025 dataset. Energies are from ωB97M-V/def2-TZVPD.

Values from the calculation:
- HOMO level (eV) = -14.96
- total charge = +1
- structure (SMILES) = CCNC(N)=[NH2+]
- multiplicity = 1

Each line ends with the Mulliken charge.
Cartesian coordinates (Å):
N1 1.26832 -0.85626 0.68517  -0.332
H1 0.03747 2.84083 0.33392  0.325
H2 -0.14046 -2.86333 1.02593  0.210
H3 -1.50714 -2.40196 0.07487  0.233
N2 -0.28317 -0.33278 -0.94702  -0.194
H4 -1.42605 1.94886 0.65548  0.310
H5 1.78047 -0.05589 0.35839  0.220
C1 -0.06333 1.14381 -0.93022  -0.712
H6 -0.52464 1.65019 -1.77866  0.437
H7 -1.13375 -0.57631 -1.42193  0.273
C2 0.12390 -1.12236 0.06261  0.677
H8 1.73934 -1.59036 1.17260  0.228
H9 0.97682 1.30753 -1.27412  0.323
H10 0.06071 1.32269 1.24838  0.363
N3 -0.53871 -2.24073 0.33712  -0.398
C3 -0.36979 1.82608 0.39747  -0.964

=====

iv:
Here is 2 unconnected molecules or ions with the total composition C3H10N3 from the Open Molecules 2025 dataset. Energies are from ωB97M-V/def2-TZVPD.

Values from the calculation:
- HOMO level (eV) = -13.29
- total charge = +1
- multiplicity = 1

Each line ends with the Mulliken charge.
Cartesian coordinates (Å):
H1 -0.21755 -3.13772 -1.60924  0.331
H2 1.01581 -2.83044 -0.40159  0.329
N1 -1.45481 2.00381 0.76793  -0.425
H3 1.56787 1.55248 1.45924  0.227
H4 -1.54880 2.04591 1.73796  0.175
N2 0.59643 1.23072 1.50053  -0.362
C1 0.57010 -2.41813 -1.40518  -0.869
H5 0.68168 -0.34250 -1.78954  0.272
H6 1.48639 -2.51937 -2.10765  0.303
C2 -0.46010 -0.48969 -0.25119  -0.134
H7 0.38741 1.93099 -0.38723  0.375
H8 -2.07226 2.68024 0.37501  0.239
N3 0.29743 -1.00748 -1.12443  -0.087
C3 -0.22105 1.54396 0.47536  0.173
H9 0.20743 1.10793 2.37196  0.188
H10 -0.83599 -1.35069 0.38806  0.264

=====

Which structure is most stable? iii, by 2.095 eV over the runner-up.

=====

i:
Here is 2 unconnected molecules or ions with the total composition C3H10N3 from the Open Molecules 2025 dataset. Energies are from ωB97M-V/def2-TZVPD.

Values from the calculation:
- HOMO level (eV) = -12.26
- total charge = +1
- multiplicity = 1

Each line ends with the Mulliken charge.
Cartesian coordinates (Å):
H1 0.93189 -0.23305 -1.80761  0.276
H2 -0.07890 -1.27820 -1.12865  0.295
H3 2.51611 2.01166 1.84018  0.278
H4 0.79172 1.85778 0.24744  0.325
C1 -1.80475 -0.14776 -0.81211  -0.101
H5 -3.05216 -1.52754 -1.57140  0.277
H6 -2.20693 -1.99914 -0.20088  0.266
H7 2.38264 0.45461 2.26749  0.258
N1 0.28596 -0.34068 -1.02903  -0.401
H8 1.11463 -1.12115 0.82583  0.254
N2 -2.23047 -1.38202 -1.00300  -0.325
C2 0.91386 -0.21484 0.27248  -0.429
N3 1.85743 1.25795 1.96019  -0.523
C3 1.17561 0.99453 0.77955  -0.029
H9 -1.81872 0.51162 -1.67005  0.302
H10 -1.73907 0.33755 0.14650  0.276

=====

ii:
Here is 2 unconnected molecules or ions with the total composition C3H10N3 from the Open Molecules 2025 dataset. Energies are from ωB97M-V/def2-TZVPD.

Values from the calculation:
- HOMO level (eV) = -12.78
- total charge = +1
- multiplicity = 1

Each line ends with the Mulliken charge.
Cartesian coordinates (Å):
H1 -2.63156 0.02284 1.65720  0.206
N1 -0.54278 0.63905 -1.20986  -0.200
H2 2.72009 -1.97472 0.17206  0.273
H3 1.31843 0.24357 -2.32257  0.269
N2 -0.80444 0.94167 1.55326  -0.508
H4 -2.29651 1.19635 3.06339  0.285
H5 -0.17704 1.39305 2.22281  0.200
H6 2.78753 -1.56973 -1.43216  0.243
H7 -1.36190 0.15257 -1.64488  0.408
N3 2.17017 -1.82166 -0.68690  -0.472
H8 -0.59172 1.56453 -1.65969  0.407
C1 -1.95083 0.75907 2.13842  -0.222
C2 1.06564 -1.02653 -0.53543  -0.072
C3 0.72464 -0.08237 -1.45106  -0.360
H9 -0.79021 0.73612 -0.18994  0.237
H10 0.36048 -1.17381 0.32536  0.304

=====

Which structure is most stable? ii, by 0.688 eV over the runner-up.

=====

i:
Here is C18H29N3O3S in the gas phase from the Open Molecules 2025 dataset. Energies are from ωB97M-V/def2-TZVPD.

Values from the calculation:
- HOMO level (eV) = -8.72
- structure (SMILES) = CCCNS(=O)(=O)c1ccc(CCC(=O)N2CCN(CC)CC2)cc1
- multiplicity = 1

Each line ends with the Mulliken charge.
Cartesian coordinates (Å):
C1 3.37027 -0.80472 4.34944  -0.625
H1 -1.37150 0.66584 -7.43363  0.349
H2 -3.96642 -1.74393 -2.17119  0.437
H3 -3.77273 0.86059 -6.60331  0.332
H4 -0.80009 1.59299 -6.04692  0.353
C2 -2.13496 1.08429 -2.02379  -0.522
H5 4.73830 1.04102 5.66450  0.386
C3 -3.12301 -1.10808 -1.95204  -0.661
H6 -1.94296 -2.63155 -1.02463  0.452
C4 3.76577 1.40399 5.31970  -0.717
C5 3.32966 -1.49423 2.98566  -1.178
N1 3.41981 0.63013 4.14499  0.030
O1 -4.54223 2.26696 -3.23315  -0.684
N2 2.17849 -1.03178 2.23498  0.178
H7 -2.34093 -1.04243 -5.88895  0.314
H8 3.24515 -2.57529 3.09980  0.500
H9 4.23693 -1.24853 2.42501  0.346
C6 -1.99896 -1.59074 -1.30681  -0.656
H10 -3.22790 1.81118 -5.21025  0.373
H11 2.48294 -1.11674 4.92647  0.320
H12 -0.85371 -2.06886 1.38499  0.525
C7 1.16636 -1.89160 1.97801  0.665
H13 -0.36854 -0.38678 1.61154  0.252
O2 1.23758 -3.06998 2.27619  -0.680
H14 2.64539 0.34303 6.84814  0.292
N3 -4.47288 0.28359 -4.74398  -0.249
C8 0.26374 -1.26813 -0.27530  -1.037
C9 2.77107 1.35992 6.48468  -1.039
C10 -0.04417 -1.35455 1.22918  -0.754
H15 4.26641 -1.11494 4.88973  0.494
S1 -4.61630 0.83779 -3.18520  1.277
C11 -3.40970 0.79727 -5.57156  -0.872
H16 3.14324 1.97179 7.30192  0.413
H17 0.51954 -2.26802 -0.63036  0.376
H18 -0.19305 1.26216 -1.14881  0.363
C12 2.23338 1.07636 3.44638  -0.784
H19 -0.13418 -0.00862 -6.37182  0.384
H20 1.80091 1.74683 6.18217  0.284
H21 1.32629 0.74904 1.51086  0.428
C13 -1.01371 0.59640 -1.37442  -0.347
H22 2.28340 2.16021 3.32150  0.453
C14 -2.12365 -0.03205 -5.53243  0.442
H23 1.30370 0.82486 3.98791  0.314
C15 -1.03896 0.59327 -6.40090  -1.450
C16 2.19195 0.40194 2.06956  -0.712
H24 3.89201 2.44096 4.99399  0.380
H25 1.12341 -0.61653 -0.44129  0.507
H26 -4.66395 -0.70070 -4.83259  0.295
H27 -2.22396 2.12031 -2.30973  0.495
H28 -1.76846 -0.11055 -4.50284  -0.133
C17 -3.17703 0.22546 -2.30916  -0.051
C18 -0.93181 -0.74489 -1.01602  0.684
H29 3.10106 0.67406 1.52072  0.168
O3 -5.78099 0.20196 -2.64697  -0.709

=====

ii:
Here is C18H29N3O3S in the gas phase from the Open Molecules 2025 dataset. Energies are from ωB97M-V/def2-TZVPD.

Values from the calculation:
- HOMO level (eV) = -7.83
- structure (SMILES) = CCN(CC)S(=O)(=O)c1ccc(N(C)C)c(NC(=O)C2CCCC2)c1
- multiplicity = 1

Each line ends with the Mulliken charge.
Cartesian coordinates (Å):
H1 1.14144 4.54406 0.36975  0.352
H2 -5.40138 0.84760 0.26236  0.383
H3 -3.22248 2.32437 -0.29460  0.503
H4 1.31035 -0.97001 -1.69096  0.346
C1 -6.15328 -0.56363 1.70038  -1.480
H5 4.02232 -0.93952 1.73086  0.364
C2 5.41183 -1.53575 -1.24657  -0.754
O1 2.04924 0.08166 1.16217  -0.642
C3 4.32174 -1.54992 0.87970  -0.986
N1 1.30760 -0.28511 -0.94861  0.156
N2 1.31860 2.48489 -0.09356  0.266
C4 3.92713 -1.32151 -1.54203  -0.684
C5 -3.67991 -2.01973 0.57483  -0.742
C6 5.56127 -1.00308 0.17420  -0.616
H6 -6.83944 -1.05890 1.01938  0.338
O2 -3.47303 -1.39939 -2.24652  -0.730
C7 2.48191 2.35720 -0.93379  -1.224
H7 -3.24847 -2.53019 -0.28732  0.375
C8 -2.27945 1.82348 -0.44185  -0.873
H8 2.69792 -2.51732 -0.19331  0.430
H9 -2.06279 -2.59942 1.86527  0.401
H10 -3.02101 -1.26610 2.50093  0.294
H11 -1.09040 -1.09360 -1.61473  0.451
H12 5.64966 -2.60041 -1.26810  0.311
C9 3.21525 -1.55254 -0.19051  0.463
H13 4.50979 -2.56385 1.23267  0.360
H14 -1.11177 3.43890 0.28112  0.503
C10 -2.59076 -1.68821 1.59599  -0.791
H15 3.77079 -0.29503 -1.87784  0.161
C11 -1.08918 2.43888 -0.11971  -0.694
C12 1.36705 3.57855 0.84104  -1.428
H16 5.53950 0.08788 0.16454  0.262
H17 -1.87389 -0.97950 1.18842  0.083
S1 -3.78863 -0.27647 -1.40909  1.218
C13 0.15381 1.82025 -0.34753  0.719
C14 2.15024 -0.50076 0.10711  -0.056
H18 0.66933 3.40249 1.65663  0.455
C15 -2.26473 0.56419 -1.01235  -0.292
H19 2.81517 3.35444 -1.23689  0.504
H20 -5.78319 -1.29187 2.41762  0.312
N3 -4.37553 -0.88049 0.02489  0.169
H21 -6.69112 0.21068 2.24121  0.435
C16 -1.06775 -0.09618 -1.20190  -0.445
H22 -4.41685 -2.68931 1.03047  0.400
C17 0.13374 0.49600 -0.84902  -0.033
H23 -4.27981 0.51527 1.60417  0.313
H24 6.48566 -1.32477 0.65054  0.385
H25 2.24267 1.79431 -1.83271  0.330
H26 3.30468 1.86501 -0.40594  0.272
O3 -4.73824 0.68915 -1.88164  -0.744
H27 6.05323 -1.02444 -1.96305  0.362
C18 -5.00808 0.06571 0.91349  -0.228
H28 2.37193 3.62533 1.26162  0.388
H29 3.56735 -1.99328 -2.32119  0.376

=====

Which structure is most stable? i, by 0.178 eV over the runner-up.

=====

i:
Here is C5H14N2 in the gas phase from the Open Molecules 2025 dataset. Energies are from ωB97M-V/def2-TZVPD.

Values from the calculation:
- HOMO level (eV) = -8.35
- structure (SMILES) = CNCC[C@H](C)N
- multiplicity = 1

Each line ends with the Mulliken charge.
Cartesian coordinates (Å):
H1 1.57653 -2.28685 -1.69353  0.284
N1 -1.99223 0.44082 0.97459  -0.269
H2 1.83301 -0.84373 0.09229  0.372
H3 2.54857 -0.27579 -2.47883  0.404
C1 2.23018 0.28964 -1.60698  -1.399
C2 0.08809 0.32930 -0.19257  -0.916
H4 -1.12859 -1.39380 0.09765  0.486
N2 0.77625 -1.71087 -1.46833  -0.686
H5 -2.30136 2.04040 2.16471  0.307
C3 1.22793 -0.51589 -0.72584  0.397
C4 -2.11799 0.97970 2.32803  -0.879
H6 -1.10706 0.99638 2.75061  0.311
H7 0.41454 -1.36791 -2.35507  0.245
H8 -2.79708 0.53127 3.05288  0.284
C5 -0.89532 -0.49160 0.64666  -0.707
H9 0.51958 1.22570 0.25890  0.336
H10 1.70832 1.16794 -2.01164  0.314
H11 3.05571 0.68982 -1.04643  0.333
H12 -0.41007 0.87437 -1.00855  0.370
H13 -2.86611 0.06586 0.65163  0.202
H14 -0.36291 -0.74477 1.56982  0.214

=====

ii:
Here is a molecular structure, C5H14N2 from the Open Molecules 2025 dataset. Energies are from ωB97M-V/def2-TZVPD.

Values from the calculation:
- HOMO level (eV) = -9.25
- multiplicity = 1

Each line ends with the Mulliken charge.
Cartesian coordinates (Å):
H1 0.24668 -1.76210 1.19272  0.292
C1 -2.29219 -2.19812 -0.65512  -1.426
H2 -2.23068 -0.65161 0.79687  0.251
N1 0.82891 -0.34093 -0.43561  -0.582
N2 -0.71138 -2.10264 1.16077  -0.630
H3 3.06449 2.60244 1.01817  0.305
H4 -1.63047 -2.90063 -1.17819  0.348
H5 1.64129 1.53119 1.24740  0.252
H6 -2.99490 -1.74143 -1.37002  0.369
H7 -0.98492 -0.02782 -1.47296  0.336
H8 -1.06892 -2.15547 2.10396  0.215
H9 1.16028 3.65324 -0.21281  0.259
C2 -0.47741 -0.45160 -0.58072  -0.175
H10 2.31248 2.93642 -1.36796  0.236
C3 -1.50686 -1.27626 0.27144  0.510
H11 0.82371 2.01371 -0.91543  0.079
H12 -3.02631 -2.76167 -0.06391  0.346
H13 0.26112 -0.00680 0.49812  0.128
C4 2.31505 1.93569 0.49116  -0.930
H14 2.68383 0.98574 0.08495  0.309
C5 1.58618 2.71865 -0.61280  -0.492

=====

iii:
Here is a molecular structure, C5H14N2 from the Open Molecules 2025 dataset. Energies are from ωB97M-V/def2-TZVPD.

Values from the calculation:
- HOMO level (eV) = -8.37
- multiplicity = 1

Each line ends with the Mulliken charge.
Cartesian coordinates (Å):
H1 3.43260 0.51130 1.87586  0.307
H2 -2.61764 0.17212 1.82556  0.392
C1 2.07278 -0.06626 0.15841  -0.197
H3 -1.56163 0.61620 -2.12409  0.327
C2 2.47326 0.82907 1.29368  -1.078
H4 0.24072 -2.36970 -0.36112  0.494
H5 0.40719 -0.93268 -2.19914  0.324
H6 1.67741 0.78436 1.97814  0.284
H7 -1.31024 1.21897 0.21849  0.335
N1 -1.97436 0.47453 -0.09677  -0.423
C3 0.14768 -0.56739 -1.10851  0.306
H8 1.93932 -1.17738 0.45215  0.235
C4 -2.14666 -0.41522 1.11182  -0.874
C5 -1.41522 -0.15226 -1.28556  -0.684
H9 -1.98441 -1.15528 -1.61474  0.306
H10 0.28084 -1.53450 -0.35655  -0.798
N2 0.77548 0.41572 -0.40220  -0.399
H11 -1.28457 -0.80854 1.61544  0.277
H12 2.63132 1.93304 1.04444  0.276
H13 -2.91952 -1.21678 0.87281  0.272
H14 2.66974 -0.04054 -0.75350  0.320

=====

Which structure is most stable? i, by 2.691 eV over the runner-up.